# 1
# C30H23AlClN3O6SSb

A molecular structure, C30H23AlClN3O6SSb at a distorted geometry (the ωB97M-V functional and the def2-TZVPD basis, the Open Molecules 2025 dataset).

XYZ file:
```
66
Properties=species:S:1:pos:R:3:forces:R:3:mulliken_charge:R:1
Al 1.141641 1.443313 -0.854493 0.9 0.5 0.5 -0.728
O 2.597674 2.149296 2.644481 0.2 -0.1 0.2 -0.635
C 2.567518 1.915523 1.465266 0.1 -0.1 0.2 -0.173
N 1.868676 2.550649 0.479684 -0.1 0.2 -0.1 0.641
C 1.209432 3.723277 0.695125 0.1 0.3 0.2 0.143
O 1.232972 4.426633 1.670362 -0.1 0.2 0.0 -0.613
C 0.445493 4.106296 -0.544495 -0.4 0.8 0.0 0.489
C -0.213743 5.322309 -0.610989 0.1 -0.2 -0.1 -0.796
C -0.859004 5.663114 -1.789162 0.0 -0.3 0.0 -0.319
C -0.826699 4.766713 -2.849308 0.1 0.0 0.1 -0.885
C -0.163092 3.561861 -2.694094 -0.2 -0.1 -0.2 0.092
N 0.455124 3.233351 -1.558486 0.1 0.0 0.2 0.487
C 3.356838 0.804385 0.836257 0.7 -0.3 0.4 0.374
C 4.424619 0.232078 1.490928 -0.2 0.3 -0.1 -0.567
C 5.206134 -0.697158 0.809959 -0.3 0.2 -0.4 -0.539
C 4.889398 -0.988495 -0.495180 -0.1 0.1 -0.2 -0.668
C 3.795806 -0.354155 -1.103188 0.2 0.1 0.6 0.683
N 3.008984 0.495066 -0.430397 -0.1 0.0 -0.3 0.434
H -0.194299 5.960239 0.258511 0.0 0.1 0.0 0.563
H -1.386684 6.599950 -1.878936 0.0 0.1 0.0 0.466
H -1.320433 4.988498 -3.783042 0.0 0.0 -0.1 0.430
H -0.132617 2.829185 -3.489142 0.0 0.0 0.0 0.524
H 4.644521 0.534573 2.500782 0.0 0.1 0.1 0.545
H 6.061162 -1.151427 1.284691 0.1 -0.1 0.0 0.546
H 5.475178 -1.657171 -1.102853 0.1 -0.1 -0.1 0.551
H 2.940467 0.060690 -2.736303 0.1 0.0 0.0 0.499
O -0.882720 0.414869 -2.670898 -0.5 0.4 -0.5 -0.302
Cl 0.420194 -0.160489 -2.738975 -0.9 -2.1 -1.8 0.880
O 3.589681 -0.576432 -2.392026 0.0 -0.2 -0.3 -0.618
O 0.735713 -0.768678 -1.431524 0.3 -0.2 0.3 -0.195
O 1.398167 0.986904 -2.741822 0.6 1.2 0.3 -0.714
S -0.784531 1.177681 0.395935 -0.3 -0.5 0.0 -0.489
Sb -1.292614 -1.113311 0.447018 -0.1 0.5 0.4 1.299
C -2.201881 -1.795824 -1.380107 0.3 0.2 0.8 0.145
C -3.314986 -1.082667 -1.796627 -0.1 0.1 0.3 -0.365
C -3.892833 -1.379555 -3.018836 0.0 0.0 0.0 -0.755
C -3.355958 -2.379208 -3.813366 0.0 0.0 0.0 -0.565
C -2.243018 -3.085390 -3.388495 0.1 -0.1 0.0 -0.581
C -1.654991 -2.791583 -2.167416 0.1 -0.2 0.1 -0.289
C -2.829059 -1.081425 1.936997 0.5 -0.2 -0.5 0.668
C -2.635542 -0.365760 3.108679 0.2 0.1 0.0 -0.525
C -3.619464 -0.371500 4.083199 0.1 0.0 0.0 -0.774
C -4.794571 -1.076476 3.879378 0.0 0.0 -0.1 -0.467
C -4.994714 -1.768393 2.695661 -0.1 0.0 0.0 -0.633
C -4.007483 -1.777589 1.723929 0.0 -0.2 -0.2 -0.336
C 0.549048 -1.899368 1.234670 -0.7 0.1 -0.3 0.839
C 1.055379 -1.227977 2.336783 -0.2 0.1 0.2 -0.470
C 2.292807 -1.582998 2.845734 -0.1 -0.1 0.1 -0.805
C 3.022956 -2.592495 2.240317 -0.1 -0.1 0.1 -0.496
C 2.514820 -3.249954 1.132842 0.0 -0.1 -0.1 -0.901
C 1.269582 -2.909846 0.626705 0.0 -0.2 -0.1 -0.036
H -3.714459 -0.285835 -1.181032 -0.1 0.0 0.0 0.507
H -4.756756 -0.825646 -3.351951 -0.1 0.1 0.0 0.424
H -3.799773 -2.607731 -4.769723 -0.1 0.0 -0.1 0.416
H -1.825318 -3.867730 -4.004417 0.0 -0.1 -0.1 0.454
H -0.778355 -3.334034 -1.841810 0.0 -0.1 0.0 0.358
H -1.731176 0.209622 3.255069 0.0 0.0 0.1 0.290
H -3.466275 0.176538 5.000729 0.0 0.0 0.1 0.416
H -5.559181 -1.082340 4.640425 -0.1 0.0 0.1 0.399
H -5.917458 -2.304242 2.527469 0.0 0.0 0.0 0.407
H -4.155413 -2.324806 0.800960 -0.1 -0.1 0.0 0.381
H 0.501841 -0.420996 2.800609 0.0 0.0 0.0 0.095
H 2.682699 -1.058897 3.704851 0.0 0.1 0.1 0.482
H 3.990804 -2.868556 2.630341 0.1 0.0 0.0 0.501
H 3.084817 -4.033964 0.656852 0.0 -0.1 0.0 0.458
H 0.874952 -3.432511 -0.232107 0.0 0.0 -0.1 0.352
```
Positions in Å, forces in eV/Å.

Relative energy (zero: lowest compared OMol25 entry of this formula, charge and spin) in eV: 0.000
Electronic energy in eV: -84724.2575
HOMO in eV: -11.70
Charge: +1
Largest force on an atom in Eh/bohr: 0.0566
Multiplicity: 1

=====

# 2
# C30H23BrHgN8O4S2

A molecular structure, C30H23BrHgN8O4S2 at a distorted geometry (the ωB97M-V functional and the def2-TZVPD basis, the Open Molecules 2025 dataset).

XYZ file:
```
69
Properties=species:S:1:pos:R:3:forces:R:3:mulliken_charge:R:1
Hg -1.087508 -1.038683 0.879460 -0.3 -0.6 1.0 2.596
C -1.268232 -4.489022 4.027031 0.2 0.3 -0.3 -2.046
C -0.864345 -3.489410 2.973344 0.2 -0.4 0.3 0.644
N -1.754463 -2.666127 2.438152 0.1 0.2 -0.5 0.063
N -2.998632 -2.589056 2.937850 -1.2 0.0 0.7 -0.402
C -3.922409 -1.735094 2.464908 0.5 -0.3 -0.2 0.404
N -5.093970 -1.637733 3.191299 -0.1 -0.1 0.2 -0.574
S -3.714346 -0.797695 1.092868 -0.6 0.1 0.1 -0.513
C 0.491082 -3.318683 2.564229 -0.4 0.0 0.1 0.426
C 1.572354 -4.026456 3.139543 0.2 -0.1 0.1 -1.055
C 2.863620 -3.707148 2.803107 -0.2 -0.1 0.0 -0.322
C 3.095020 -2.680201 1.885638 0.1 0.1 -0.1 -1.155
C 1.991585 -2.056236 1.322972 0.4 0.0 0.0 -0.306
N 0.741092 -2.365689 1.616864 0.3 -0.3 0.2 0.125
H -2.232351 -4.936399 3.779533 -0.1 -0.1 0.0 0.511
H -1.342589 -4.014922 5.008504 -0.1 0.0 0.2 0.316
H -0.544844 -5.293524 4.095124 0.0 -0.1 0.1 0.437
H -3.208185 -3.049184 3.822631 0.1 0.2 -0.2 0.328
H -5.458363 -2.486466 3.599677 0.0 0.0 0.0 0.198
H -5.793117 -1.088556 2.714190 0.1 -0.1 0.0 0.275
H 1.392799 -4.799519 3.870224 0.0 -0.1 0.1 0.213
H 3.694248 -4.241670 3.246851 0.0 0.0 0.1 0.397
H 4.098505 -2.382309 1.616824 0.0 0.0 -0.1 0.397
H 2.123604 -1.274343 0.583745 0.0 0.0 0.0 0.589
Br 3.343159 3.715900 -4.904193 0.0 0.0 0.1 -0.232
C 2.734241 4.350964 -3.209160 0.1 0.0 -0.2 0.162
C 3.060796 3.647640 -2.061324 0.0 -0.1 -0.3 -0.628
C 2.606091 4.096578 -0.843936 -0.2 0.4 0.2 -0.013
C 1.839227 5.272516 -0.750490 0.4 -1.0 -1.4 -0.032
C 1.553061 5.976953 -1.932196 -0.1 -0.2 0.6 -0.199
C 1.990972 5.518589 -3.153420 0.1 -0.3 -0.3 -0.453
N 1.562177 5.858493 0.451970 -0.2 1.1 1.3 -0.627
N 1.320446 5.274922 1.539826 0.3 1.0 0.1 -0.489
C 0.867531 4.004186 1.697620 -0.2 -1.1 0.1 0.055
C 1.233296 3.379868 2.901614 -0.1 0.1 -0.4 -0.275
C 0.881203 2.090872 3.211022 0.1 -0.1 0.1 -1.013
C 0.093894 1.302178 2.342121 0.0 -0.5 0.6 0.820
O -0.278574 0.127311 2.636474 0.5 1.0 0.4 -0.700
C -0.324651 1.934891 1.100495 0.0 0.5 -0.4 0.130
N -1.108664 1.195886 0.296548 0.1 1.1 -0.3 -0.432
C -1.651150 1.734352 -0.773290 0.0 -0.2 0.2 -0.212
C -1.480565 3.086889 -1.077395 0.2 0.2 0.1 -1.222
C -0.660187 3.854915 -0.288368 -0.2 -0.1 -0.2 -0.449
C 0.005393 3.280968 0.807093 0.0 -0.2 0.2 0.481
H 3.653335 2.746971 -2.123199 0.0 -0.1 0.0 0.402
H 2.869980 3.565815 0.060290 0.0 -0.1 0.0 0.364
H 0.971135 6.883331 -1.872136 0.0 0.2 0.1 0.464
H 1.759742 6.056203 -4.061453 0.0 0.0 0.0 0.407
H 1.884042 3.932679 3.565204 -0.1 0.2 0.1 0.403
H 1.204143 1.639032 4.138937 0.0 0.0 0.0 0.438
H -2.279012 1.089433 -1.378505 0.0 -0.1 -0.1 0.509
H -1.987793 3.518891 -1.926388 -0.1 0.0 -0.1 0.434
H -0.552337 4.909886 -0.486806 0.0 0.0 -0.1 0.717
O 1.255590 -0.800834 -1.421746 0.0 0.0 -0.2 -0.692
C 0.256153 -1.363741 -1.845805 1.0 0.3 -0.2 0.821
N -0.837356 -1.624256 -1.123824 -0.9 -0.8 -1.7 -0.828
S -2.065972 -2.227924 -2.013740 -0.2 -0.5 -0.4 0.990
O -2.463002 -3.536791 -1.564599 0.3 0.1 -0.1 -0.691
O -3.124517 -1.265280 -2.168070 0.0 0.3 -0.1 -0.669
C -1.134465 -2.325466 -3.549486 0.3 0.3 0.8 0.086
C -1.486131 -2.741737 -4.812711 -0.3 -0.1 0.0 -0.683
C -0.527995 -2.656812 -5.816179 -0.2 0.0 0.1 -0.455
C 0.745427 -2.178400 -5.538646 0.1 0.0 0.0 -0.502
C 1.085083 -1.755657 -4.261968 -0.1 0.0 0.1 -0.526
C 0.121884 -1.821710 -3.267357 0.0 -0.1 -0.4 0.051
H -2.481294 -3.113372 -5.007446 -0.1 0.0 -0.1 0.440
H -0.783679 -2.962725 -6.820932 0.0 0.0 -0.1 0.382
H 1.477278 -2.128757 -6.332421 0.1 0.0 0.0 0.391
H 2.071507 -1.379530 -4.036596 0.1 0.1 0.1 0.528
```
Positions in Å, forces in eV/Å.

Electronic energy in eV: -147481.7085
HOMO (spin up / spin down) in eV: -2.51 / -4.37
Charge: -1
Largest force on an atom in Eh/bohr: 0.0401
Multiplicity: 2

=====

# 3
# C30H23BrN5O5Sn

A molecular structure, C30H23BrN5O5Sn at a distorted geometry (the ωB97M-V functional and the def2-TZVPD basis, the Open Molecules 2025 dataset).

XYZ file:
```
65
Properties=species:S:1:pos:R:3:forces:R:3:mulliken_charge:R:1
Sn 0.612817 0.627371 2.737800 -0.3 0.4 0.5 0.837
O 1.405841 -6.471807 -0.375679 0.0 -0.1 0.0 -0.593
N 0.454530 -5.744094 -0.210215 0.0 0.0 0.0 1.113
O -0.629814 -5.865990 -0.742424 0.0 0.0 0.0 -0.605
C 0.614263 -4.640211 0.753685 0.0 0.0 0.2 0.411
C 1.423477 -4.880786 1.803443 -0.1 0.0 -0.1 -0.943
C 1.594906 -3.887065 2.815435 0.0 0.0 -0.1 1.110
C 2.421931 -4.077076 3.937170 0.0 0.1 0.1 -0.625
C 2.574959 -3.056163 4.840167 0.0 -0.1 -0.1 -0.781
C 1.922849 -1.842255 4.592973 0.0 0.0 0.0 -0.282
N 1.137909 -1.653718 3.553973 -0.1 -0.2 0.1 -0.121
C 0.942558 -2.659918 2.682346 -0.1 0.1 -0.1 -0.049
C 0.058372 -2.414621 1.558664 0.0 -0.1 0.2 -0.841
N -0.544644 -1.198771 1.489090 0.2 -0.1 -0.2 0.064
C -1.249260 -0.922426 0.407821 0.0 0.0 0.1 0.627
C -1.442723 -1.833603 -0.635110 0.0 0.0 0.0 -0.958
C -0.886342 -3.080056 -0.554211 0.0 0.1 0.1 -0.977
C -0.104996 -3.402082 0.576037 0.0 0.0 0.0 1.053
H 1.938615 -5.828321 1.877660 0.0 0.0 0.0 0.547
H 2.930051 -5.023045 4.071559 0.0 0.0 0.0 0.474
H 3.201798 -3.161723 5.713148 0.0 0.0 0.0 0.419
H 2.064270 -0.993316 5.253931 0.0 0.0 0.0 0.430
H -1.644916 0.078480 0.338220 0.0 0.0 0.0 -0.064
H -2.012144 -1.536224 -1.503986 0.0 0.0 0.0 0.506
H -1.019772 -3.797871 -1.346887 0.0 0.0 0.0 0.556
C -5.599549 2.687273 0.426605 0.0 0.0 0.0 -1.071
N -4.609650 1.841252 1.074247 0.0 -0.1 0.0 -0.082
N -3.270935 2.110905 0.846455 -0.1 0.2 -0.1 0.693
C -2.535183 1.688402 1.921219 0.2 -0.1 0.3 0.532
O -1.280713 1.728749 1.917290 -0.2 -0.1 -0.1 -0.621
C -3.468176 1.204320 2.878383 -0.1 0.1 0.0 -1.383
C -4.716606 1.355139 2.340288 0.1 0.0 0.0 0.887
C -6.042937 1.108736 2.963200 0.0 0.0 0.0 -1.586
C -2.762906 2.232804 -0.480972 0.0 0.0 0.0 -0.511
C -1.784703 3.176550 -0.747404 0.0 0.0 0.1 -0.380
C -1.250151 3.246369 -2.024717 0.0 0.0 0.0 -0.821
C -1.707303 2.397572 -3.022397 0.0 0.0 0.0 -0.510
C -2.693554 1.461206 -2.745836 0.0 0.0 0.0 -0.885
C -3.218046 1.364991 -1.466473 0.0 0.1 -0.1 0.707
H -5.377697 2.749500 -0.635700 0.0 0.0 0.0 0.364
H -5.603038 3.690389 0.858592 0.0 0.0 0.0 0.343
H -6.575211 2.225896 0.552002 0.0 0.0 0.0 0.397
H -3.221421 0.803553 3.845630 0.0 0.0 0.0 0.468
H -5.910961 0.618055 3.923531 0.0 0.0 0.0 0.392
H -6.665141 0.476071 2.330309 0.0 0.0 0.0 0.362
H -6.573117 2.047572 3.130662 0.0 0.0 0.0 0.332
H -1.437616 3.828435 0.041984 0.0 0.0 0.0 0.460
H -0.477625 3.970754 -2.241295 0.0 0.0 0.0 0.480
H -1.294119 2.465867 -4.019456 0.0 0.0 0.0 0.463
H -3.050769 0.799652 -3.523431 0.0 0.0 0.0 0.455
H -3.979882 0.631271 -1.231332 0.0 0.0 0.0 0.580
Br 2.161836 -3.832448 -2.558235 0.0 0.1 0.0 -0.115
C 1.972310 -1.948838 -2.416283 0.0 -0.1 0.0 -0.011
C 1.776041 -1.175093 -3.549872 0.0 0.0 0.0 -0.552
C 1.601364 0.196130 -3.409721 0.0 0.0 0.0 -0.629
C 1.594123 0.781600 -2.152620 0.0 0.0 0.0 -0.468
C 1.799714 -0.008680 -1.028659 0.0 0.2 0.0 0.133
C 2.009299 -1.377043 -1.160995 0.1 0.0 0.0 -0.405
C 1.643423 0.549097 0.347983 0.5 -1.5 -0.4 0.752
O 1.113182 1.634542 0.587928 -0.1 0.4 0.1 -0.652
O 1.926310 -0.283665 1.304668 0.3 0.7 -0.3 -0.746
H 1.757814 -1.635263 -4.527921 0.0 0.0 0.0 0.466
H 1.454331 0.803784 -4.292425 0.0 0.0 0.0 0.447
H 1.418407 1.841771 -2.029014 0.0 0.0 0.0 0.555
H 2.179624 -1.984093 -0.283229 0.0 0.0 0.0 0.853
```
Positions in Å, forces in eV/Å.

Relative energy (zero: lowest compared OMol25 entry of this formula, charge and spin) in eV: 0.307
Electronic energy in eV: -125039.6976
HOMO in eV: -11.46
Charge: +1
Largest force on an atom in Eh/bohr: 0.0308
Multiplicity: 1